Record 1
This record from the OMol25 dataset describes a molecular structure, C29H71Br15N9O9P3. The level of theory is ωB97M-V/def2-TZVPD.

Properties
* HOMO-LUMO gap: 7.7 eV
* HOMO: -8.27 eV
* multiplicity: 1
* maximum force: 0.0796 hartree/bohr

XYZ file:
```
136
C29H71Br15N9O9P3 ωB97M-V/def2-TZVPD
C 6.796 -26.674 -20.799
Br 7.852 -28.048 -21.695
Br 5.681 -27.371 -19.373
Br 5.531 -25.781 -21.991
H 7.467 -25.920 -20.387
C 16.705 -14.770 -15.266
Br 15.642 -14.101 -16.870
Br 18.054 -15.958 -15.879
Br 15.637 -15.749 -13.888
H 17.180 -13.854 -14.915
C 12.323 -22.045 -23.468
Br 12.752 -20.172 -24.035
Br 13.828 -23.269 -23.931
Br 10.638 -22.761 -24.318
H 12.192 -22.136 -22.390
C 12.771 -27.074 -15.049
Br 14.091 -26.334 -16.377
Br 13.566 -28.686 -14.137
Br 11.073 -27.427 -15.972
H 12.735 -26.296 -14.286
C 3.745 -20.512 -9.100
Br 3.394 -22.364 -8.521
Br 2.638 -20.049 -10.766
Br 5.676 -20.429 -9.366
H 3.508 -19.838 -8.277
O -2.876 -19.838 -17.732
P -1.939 -19.546 -18.871
N -0.890 -20.883 -19.173
C -0.238 -21.544 -18.085
C -0.152 -20.996 -20.385
N -0.925 -18.137 -18.693
C 0.309 -18.175 -17.895
C -1.669 -16.848 -18.428
N -2.755 -19.255 -20.330
C -2.222 -18.523 -21.505
C -4.106 -19.711 -20.459
H 0.783 -21.175 -17.982
H -0.032 -22.601 -18.251
H -0.688 -21.376 -17.107
H 0.259 -21.987 -20.577
H 0.651 -20.259 -20.347
H -0.667 -20.654 -21.283
H 1.109 -17.751 -18.502
H 0.222 -17.770 -16.887
H 0.696 -19.190 -17.804
H -2.260 -16.552 -19.295
H -2.346 -17.000 -17.587
H -1.083 -15.937 -18.299
H -1.152 -18.330 -21.430
H -2.279 -19.070 -22.446
H -2.615 -17.520 -21.670
H -4.054 -20.500 -21.210
H -4.704 -18.864 -20.796
H -4.639 -20.114 -19.598
O 1.421 -9.135 -17.229
P 2.830 -9.082 -16.796
N 3.432 -10.671 -16.730
C 3.984 -11.396 -17.875
C 3.022 -11.455 -15.544
N 3.078 -8.421 -15.203
C 4.290 -8.543 -14.365
C 1.950 -7.768 -14.611
N 3.884 -8.152 -17.802
C 3.230 -7.251 -18.735
C 5.299 -7.938 -17.518
H 5.045 -11.244 -18.074
H 3.408 -11.047 -18.733
H 3.670 -12.439 -17.827
H 3.412 -11.038 -14.615
H 3.242 -12.522 -15.579
H 1.937 -11.452 -15.441
H 4.845 -9.469 -14.516
H 5.027 -7.772 -14.588
H 4.074 -8.647 -13.302
H 2.096 -7.168 -13.713
H 1.469 -7.126 -15.348
H 1.257 -8.518 -14.228
H 2.145 -7.329 -18.798
H 3.533 -6.225 -18.524
H 3.547 -7.637 -19.704
H 5.766 -8.803 -17.049
H 5.477 -7.082 -16.867
H 5.858 -7.734 -18.432
O 9.935 -22.149 -18.424
P 9.606 -20.799 -17.836
N 8.791 -19.707 -18.861
C 8.781 -18.256 -18.658
C 7.759 -20.216 -19.762
N 11.008 -19.924 -17.403
C 11.939 -19.496 -18.370
C 11.712 -20.486 -16.228
N 8.615 -20.705 -16.402
C 7.855 -21.856 -16.112
C 8.448 -19.545 -15.575
H 9.132 -17.691 -19.521
H 9.324 -17.810 -17.824
H 7.713 -18.058 -18.568
H 8.077 -21.201 -20.104
H 7.844 -19.627 -20.675
H 6.787 -20.434 -19.320
H 11.513 -19.091 -19.288
H 12.563 -18.659 -18.055
H 12.507 -20.397 -18.599
H 12.411 -19.756 -15.819
H 10.985 -20.861 -15.508
H 12.334 -21.328 -16.530
H 7.294 -22.104 -17.012
H 8.552 -22.639 -15.810
H 7.129 -21.765 -15.305
H 7.689 -18.887 -15.997
H 9.379 -18.980 -15.531
H 8.101 -19.792 -14.572
C 12.248 -17.045 -5.546
O 12.606 -18.031 -6.545
C 11.745 -18.198 -7.521
O 10.697 -17.561 -7.637
O 12.179 -19.061 -8.418
C 11.319 -19.347 -9.535
H 12.473 -16.058 -5.948
H 12.905 -17.122 -4.681
H 11.207 -16.972 -5.229
H 11.890 -19.847 -10.318
H 10.734 -18.542 -9.980
H 10.656 -20.166 -9.257
C 9.431 -14.360 -25.190
O 8.429 -13.403 -25.570
C 7.660 -12.919 -24.600
O 7.699 -13.249 -23.380
O 6.758 -12.107 -25.162
C 5.655 -11.579 -24.389
H 10.139 -14.462 -26.013
H 9.020 -15.313 -24.858
H 10.035 -14.007 -24.354
H 4.896 -12.355 -24.288
H 5.207 -10.802 -25.009
H 5.867 -11.137 -23.415
```



Record 2
This record from the OMol25 dataset describes a molecular structure, C29H25ClIIrN3O3Sb. The level of theory is ωB97M-V/def2-TZVPD.

Properties
* HOMO-LUMO gap (spin up / spin down): 3.5 / 3.5 eV
* charge: +2
* HOMO (spin up / spin down): -12.73 / -12.72 eV
* multiplicity: 1
* maximum force: 0.0632 hartree/bohr

XYZ file:
```
64
C29H25ClIIrN3O3Sb ωB97M-V/def2-TZVPD
Ir 1.904 -0.176 0.515
Cl 1.386 -1.985 7.360
C 1.078 -1.527 5.744
C -0.227 -1.329 5.328
C -0.511 -0.971 4.018
I -2.500 -0.688 3.403
C 0.492 -0.787 3.055
O 0.246 -0.453 1.833
C 1.850 -0.990 3.492
N 2.806 -0.794 2.560
C 4.070 -0.964 2.885
C 4.467 -1.351 4.169
C 3.515 -1.541 5.144
C 2.155 -1.361 4.824
H -1.033 -1.461 6.033
H 4.799 -0.780 2.108
H 5.515 -1.488 4.382
H 3.802 -1.820 6.147
C 6.472 -0.138 -1.350
O 5.329 0.239 -2.134
C 4.169 0.200 -1.537
O 4.000 -0.164 -0.372
N 3.138 0.602 -2.320
N 1.839 0.635 -1.774
H 7.324 -0.046 -2.017
H 6.377 -1.165 -0.995
H 6.580 0.536 -0.500
H 3.315 0.928 -3.263
H 1.195 0.071 -2.338
H 1.482 1.595 -1.739
C -6.577 0.253 -1.375
C -6.131 0.543 -0.097
C -4.800 0.344 0.234
C -3.928 -0.129 -0.728
C -4.361 -0.433 -2.007
C -5.692 -0.219 -2.329
Sb -1.806 -0.305 -0.266
C -1.144 -1.179 -2.184
C -1.065 -2.563 -2.226
C -0.840 -3.208 -3.431
C -0.644 -2.472 -4.588
C -0.707 -1.090 -4.544
C -0.976 -0.442 -3.347
C -1.354 1.827 -0.130
C -0.959 2.531 -1.254
C -0.866 3.912 -1.211
C -1.142 4.591 -0.035
C -1.515 3.882 1.094
C -1.627 2.501 1.047
H -7.621 0.373 -1.622
H -6.817 0.914 0.647
H -4.459 0.557 1.239
H -3.686 -0.817 -2.758
H -6.035 -0.432 -3.330
H -1.204 -3.143 -1.322
H -0.836 -4.286 -3.463
H -0.455 -2.970 -5.526
H -0.581 -0.507 -5.444
H -1.113 0.630 -3.359
H -0.761 2.019 -2.182
H -0.592 4.455 -2.103
H -1.067 5.667 -0.005
H -1.732 4.405 2.013
H -1.936 1.962 1.931
```



Record 3
This record from the OMol25 dataset describes a molecular structure, C32H61BF4N12O2RbS. The level of theory is ωB97M-V/def2-TZVPD.

Properties
* HOMO-LUMO gap: 5.9 eV
* charge: -1
* HOMO: -3.99 eV
* multiplicity: 1
* maximum force: 0.0099 hartree/bohr

XYZ file:
```
114
C32H61BF4N12O2RbS ωB97M-V/def2-TZVPD
Rb 0.523 -0.896 -0.534
C 3.040 1.306 0.407
N 4.008 0.482 1.100
C 5.346 1.023 1.120
C 3.550 -0.401 2.053
N 2.303 -0.429 2.340
C 1.777 -1.514 3.141
C 0.475 -2.091 2.589
N -0.575 -1.131 2.283
C -1.719 -1.800 1.656
C -2.672 -0.862 0.906
N -2.254 -0.605 -0.463
C -3.166 -0.591 -1.368
N -4.547 -0.501 -1.115
C -5.400 -1.624 -1.429
C -5.051 0.451 -0.166
N -2.864 -0.634 -2.699
C -1.584 -1.070 -3.222
C -3.857 -0.439 -3.727
C -0.983 -0.356 3.446
C -0.354 1.031 3.535
N -0.626 1.852 2.377
C -1.327 2.907 2.458
N -1.243 3.854 1.440
C -0.222 3.594 0.435
C -2.486 4.356 0.881
N -2.211 3.294 3.482
C -3.037 2.336 4.165
C -2.003 4.547 4.167
N 4.572 -1.194 2.605
C 5.298 -2.102 1.747
C 4.614 -1.487 4.012
H 3.462 1.659 -0.533
H 2.717 2.157 1.019
H 2.165 0.712 0.201
H 5.755 1.046 0.107
H 5.994 0.421 1.751
H 5.350 2.052 1.506
H 1.614 -1.168 4.171
H 2.460 -2.369 3.199
H 0.104 -2.848 3.309
H 0.729 -2.631 1.675
H -2.293 -2.360 2.416
H -1.357 -2.551 0.952
H -2.730 0.082 1.463
H -3.665 -1.324 0.943
H -4.868 -2.327 -2.069
H -6.315 -1.294 -1.936
H -5.691 -2.164 -0.517
H -4.286 1.196 0.053
H -5.357 -0.006 0.786
H -5.925 0.969 -0.581
H -1.674 -2.078 -3.635
H -0.816 -1.078 -2.465
H -1.250 -0.376 -3.996
H -4.184 -1.395 -4.153
H -3.418 0.161 -4.529
H -4.720 0.090 -3.332
H -0.752 -0.909 4.373
H -2.069 -0.250 3.429
H 0.731 0.917 3.579
H -0.671 1.497 4.480
H 0.740 3.451 0.922
H -0.167 4.456 -0.232
H -0.429 2.704 -0.161
H -3.185 4.620 1.671
H -2.966 3.618 0.223
H -2.276 5.245 0.285
H -3.210 1.476 3.520
H -4.008 2.793 4.382
H -2.620 1.977 5.116
H -1.469 5.235 3.516
H -1.423 4.421 5.093
H -2.965 4.997 4.434
H 5.220 -1.769 0.715
H 4.887 -3.119 1.796
H 6.355 -2.134 2.036
H 3.983 -0.786 4.555
H 5.641 -1.376 4.379
H 4.283 -2.505 4.258
O 1.845 -0.042 -2.552
C 2.331 0.745 -3.416
C 3.665 0.587 -3.914
C 4.219 1.440 -4.839
C 3.496 2.522 -5.349
C 2.199 2.704 -4.900
C 1.601 1.852 -3.971
C 0.206 2.087 -3.592
N -0.400 1.853 -2.445
C -1.696 2.278 -2.605
C -1.894 2.766 -3.859
N -0.673 2.641 -4.483
H 4.225 -0.255 -3.521
H 5.238 1.267 -5.173
H 3.937 3.209 -6.060
H 1.639 3.563 -5.261
H -2.412 2.181 -1.806
H -2.763 3.161 -4.354
H -0.461 2.826 -5.447
C 3.795 -4.845 -0.919
S 2.534 -3.589 -1.140
C 1.129 -4.654 -0.859
O 2.622 -2.708 0.074
H 3.703 -5.267 0.082
H 4.765 -4.366 -1.038
H 3.669 -5.616 -1.679
H 1.039 -5.368 -1.677
H 0.220 -4.056 -0.864
H 1.255 -5.150 0.104
F -1.999 -3.663 -0.947
B -2.364 -4.453 -2.070
F -3.440 -3.829 -2.730
F -2.731 -5.727 -1.638
F -1.260 -4.534 -2.942
```



Record 4
This record from the OMol25 dataset describes 5 unconnected molecules or ions with the total composition C14H28N2O3S3. The level of theory is ωB97M-V/def2-TZVPD.

Properties
* HOMO-LUMO gap: 8.1 eV
* HOMO: -7.69 eV
* multiplicity: 1
* maximum force: 0.0941 hartree/bohr

XYZ file:
```
50
C14H28N2O3S3 ωB97M-V/def2-TZVPD
C 4.037 0.330 -1.448
S 4.384 1.343 0.103
O 3.062 1.827 0.701
C 4.832 0.012 1.212
H 3.899 0.930 -2.347
H 3.162 -0.304 -1.302
H 4.813 -0.404 -1.666
H 5.548 -0.692 0.789
H 3.961 -0.623 1.373
H 5.114 0.502 2.144
C -4.248 0.754 -0.559
S -3.732 2.036 -1.773
O -4.960 2.902 -1.975
C -2.496 2.890 -0.709
H -4.967 1.149 0.159
H -3.372 0.392 -0.020
H -4.568 -0.140 -1.094
H -2.867 3.115 0.291
H -2.244 3.799 -1.255
H -1.604 2.294 -0.518
C -0.904 0.581 5.213
S -1.922 -0.763 4.412
O -0.992 -1.830 3.878
C -2.717 -1.499 5.837
H -0.382 0.038 6.001
H -1.516 1.303 5.755
H -0.273 1.149 4.530
H -3.337 -0.775 6.365
H -1.941 -1.871 6.505
H -3.423 -2.315 5.679
N -0.289 -0.436 1.448
C 0.220 0.663 0.738
C -0.023 0.457 -0.611
C -0.813 -0.686 -0.784
C -0.953 -1.298 0.556
H -0.153 -0.649 2.425
H 0.808 1.378 1.295
H 0.187 1.076 -1.470
H -1.331 -1.104 -1.634
H -1.438 -2.188 0.926
N 1.289 -2.414 -5.422
C 1.030 -2.089 -4.111
C 1.332 -0.772 -3.837
C 1.659 -0.254 -5.068
C 1.537 -1.229 -6.093
H 1.102 -3.263 -5.937
H 0.709 -2.748 -3.319
H 1.344 -0.160 -2.947
H 1.901 0.780 -5.263
H 1.536 -1.191 -7.173
```